Here is one molecule with the formula C17H20N4O2S2 from the OMol25 dataset. Energies are from ωB97M-V/def2-TZVPD.

Computed properties:
**Relative energy (zero: lowest compared OMol25 entry of this formula, charge and spin)**: 0.680 eV
**E**: -49679.7133 eV
**Kohn-Sham gap**: 8.04 eV
**Max |F|**: 1.069 eV Å⁻¹

Geometry as XYZ:
```
45
C17H20N4O2S2, DFT ωB97M-V/def2-TZVPD
S 3.003 -3.106 0.157
S 0.131 -2.961 -0.714
O 0.365 -4.176 -1.425
O -1.154 -2.755 -0.115
N -0.960 0.032 -0.064
N 0.940 1.308 0.211
N 0.425 -1.702 -1.809
N 2.260 -0.313 -1.644
C 3.524 -2.348 1.607
C 2.887 0.768 -1.107
C -5.438 1.242 -0.213
C -1.724 0.802 0.887
C -4.015 -0.781 -0.578
C 2.903 2.648 0.435
C 1.374 -2.692 0.510
C 0.327 0.283 -0.346
C -4.214 0.468 0.278
C 2.217 1.567 -0.147
C 4.207 1.066 -1.473
C 4.849 2.128 -0.891
C -2.993 1.396 0.266
C 2.493 -1.804 2.310
C 1.250 -1.992 1.672
C 4.194 2.917 0.064
C 1.039 -0.556 -1.281
H -4.954 -1.324 -0.662
H 4.720 3.749 0.510
H 4.689 0.441 -2.209
H -1.363 -0.827 -0.407
H -3.692 -0.507 -1.581
H -5.294 1.561 -1.243
H 0.306 -1.644 2.046
H -1.065 1.600 1.231
H -1.995 0.168 1.740
H -5.609 2.126 0.398
H -2.772 1.697 -0.760
H 2.612 -1.284 3.243
H 5.866 2.363 -1.166
H 4.565 -2.348 1.860
H 2.385 3.248 1.166
H -6.327 0.619 -0.169
H -3.250 2.299 0.826
H -4.398 0.156 1.313
H -3.284 -1.459 -0.145
H 0.971 -2.071 -2.579
```


Here is a 2-piece molecular cluster, C7H14N overall from the OMol25 dataset. Energies are from ωB97M-V/def2-TZVPD.

Computed properties:
**Relative energy (zero: lowest compared OMol25 entry of this formula, charge and spin)**: 3.623 eV
**E**: -8965.4551 eV
**Kohn-Sham gap**: 10.04 eV
**Max |F|**: 4.064 eV Å⁻¹
**Charge**: +1

Geometry as XYZ:
```
22
C7H14N, DFT ωB97M-V/def2-TZVPD
N 0.266 -0.386 -0.514
C -2.203 -0.843 0.551
C 1.761 1.970 -1.576
C 1.464 1.259 -0.319
C 0.040 -1.481 1.617
C -1.712 0.449 1.109
C -0.693 -0.604 0.556
C 0.375 -1.182 -1.529
H -2.710 -0.689 -0.311
H 2.347 1.372 -2.266
H 0.010 -0.958 2.599
H 0.787 2.497 -2.035
H -0.323 -2.008 -1.687
H 0.622 1.598 0.410
H -1.812 1.260 0.435
H 2.422 2.814 -1.210
H -2.042 0.774 2.160
H 1.096 -1.585 1.388
H 1.168 -1.153 -2.362
H -0.521 -2.368 1.557
H 2.274 0.787 0.199
H -2.616 -1.524 1.229
```